# C48H54F6O4

A 10-piece molecular cluster, C48H54F6O4 overall in a non-equilibrium geometry (ωB97M-V with the def2-TZVPD basis set, the Open Molecules 2025 dataset).

SMILES: Fc1ccccc1.Fc1ccccc1.Fc1ccccc1.Fc1ccccc1.Fc1ccccc1.Fc1ccccc1.CC(C)=O.CC(C)=O.CC(C)=O.CC(C)=O
HOMO energy (eV): -9.1
Gap between HOMO and LUMO (eV): 9.439

```
! wB97M-V def2-TZVPD RIJCOSX def2/J DEFGRID3
* xyz 0 1
F 0.17 0.67 -6.90
C -1.16 0.84 -6.79
C -1.90 1.00 -7.96
C -3.26 1.15 -7.91
C -3.90 1.06 -6.68
C -3.19 0.84 -5.48
C -1.78 0.70 -5.50
H -1.29 1.04 -8.85
H -3.85 1.28 -8.80
H -4.97 1.22 -6.63
H -3.71 0.88 -4.53
H -1.09 0.56 -4.69
F 1.44 -3.94 5.37
C 2.24 -2.95 4.91
C 3.60 -3.04 5.07
C 4.43 -2.07 4.60
C 3.82 -0.89 4.09
C 2.43 -0.74 4.00
C 1.64 -1.80 4.31
H 4.01 -3.90 5.57
H 5.50 -2.14 4.70
H 4.50 -0.18 3.66
H 1.98 0.17 3.63
H 0.58 -1.78 4.10
F 0.77 4.48 2.64
C 0.39 3.67 3.68
C 0.45 4.06 4.99
C 0.20 3.20 6.04
C -0.25 1.91 5.68
C -0.48 1.49 4.36
C -0.19 2.41 3.36
H 0.67 5.08 5.27
H 0.44 3.34 7.08
H -0.34 1.24 6.52
H -0.89 0.51 4.16
H -0.33 2.17 2.32
F 5.14 5.04 1.17
C 4.64 3.81 0.84
C 3.47 3.38 1.40
C 2.87 2.19 1.04
C 3.39 1.45 -0.04
C 4.59 1.85 -0.68
C 5.21 3.04 -0.18
H 3.13 3.97 2.24
H 1.89 1.90 1.41
H 2.88 0.59 -0.44
H 5.09 1.25 -1.42
H 6.15 3.23 -0.68
F 0.18 -1.32 1.46
C -0.37 -0.71 0.38
C 0.28 -0.79 -0.81
C -0.30 -0.26 -1.97
C -1.53 0.46 -1.83
C -2.18 0.52 -0.55
C -1.56 -0.03 0.55
H 1.25 -1.28 -0.88
H 0.16 -0.36 -2.94
H -2.05 0.82 -2.72
H -3.11 1.05 -0.39
H -2.06 -0.07 1.51
F -1.44 -7.50 -0.90
C -1.09 -6.52 0.00
C -1.15 -6.66 1.32
C -0.82 -5.65 2.14
C -0.28 -4.46 1.64
C -0.20 -4.30 0.22
C -0.62 -5.33 -0.61
H -1.59 -7.56 1.72
H -1.00 -5.73 3.20
H 0.08 -3.64 2.25
H 0.21 -3.45 -0.31
H -0.54 -5.30 -1.68
C -6.43 2.08 -1.45
C -7.11 2.60 -2.65
C -8.60 2.22 -2.72
O -6.55 3.22 -3.51
H -6.32 1.00 -1.39
H -6.79 2.48 -0.50
H -5.40 2.41 -1.35
H -9.17 2.47 -1.82
H -8.76 1.15 -2.86
H -8.98 2.86 -3.52
C 5.48 -2.15 0.10
C 4.01 -2.72 -0.09
C 3.04 -2.48 1.04
O 3.76 -3.38 -1.13
H 6.07 -2.39 -0.78
H 5.89 -2.60 1.01
H 5.47 -1.07 0.24
H 2.06 -2.81 0.70
H 2.81 -1.47 1.35
H 3.23 -3.16 1.87
C -3.83 2.88 3.86
C -3.89 2.17 2.51
C -4.78 0.94 2.40
O -3.46 2.78 1.52
H -3.01 3.58 4.03
H -3.96 2.24 4.73
H -4.74 3.48 3.93
H -4.23 0.07 2.77
H -5.29 0.72 1.46
H -5.61 1.09 3.08
C 3.11 -0.90 -5.62
C 3.50 -0.16 -4.36
C 5.02 0.04 -4.17
O 2.70 0.32 -3.56
H 2.03 -0.78 -5.72
H 3.36 -1.96 -5.56
H 3.60 -0.32 -6.40
H 5.50 0.43 -5.07
H 5.52 -0.85 -3.78
H 5.26 0.81 -3.44
*
```

Atomic partial charges in e from the Mulliken method, atoms 1 to 99: F -0.224; C 0.232; C -0.403; C -0.527; C -0.515; C -0.354; C 0.075; H 0.406; H 0.360; H 0.378; H 0.392; H 0.185; F -0.351; C 0.121; C -0.362; C -0.759; C -0.386; C -0.252; C 0.070; H 0.416; H 0.459; H 0.408; H 0.366; H 0.309; F -0.344; C 0.060; C -0.437; C -0.729; C -0.644; C -0.373; C -0.004; H 0.442; H 0.396; H 0.412; H 0.592; H 0.638; F -0.318; C -0.225; C -0.105; C 0.189; C -0.047; C -0.831; C -0.417; H 0.376; H 0.016; H 0.666; H 0.221; H 0.386; F -0.018; C 0.209; C 0.183; C -0.685; C -0.291; C -0.505; C -0.448; H 0.383; H 0.355; H 0.068; H 0.369; H 0.380; F -0.325; C 0.471; C -0.530; C -0.521; C -0.240; C -0.140; C -0.895; H 0.394; H 0.394; H 0.474; H 0.368; H 0.425; C -1.114; C 0.596; C -1.139; O -0.535; H 0.382; H 0.450; H 0.381; H 0.337; H 0.302; H 0.334; C -1.073; C 0.483; C 0.575; O -0.637; H 0.317; H 0.355; H 0.204; H -0.570; H -0.113; H 0.525; C -1.401; C 1.167; C -1.171; O -0.546; H 0.264; H 0.378; H 0.438